Molecular formula: C10H9O3P
Method: DFT, the ωB97M-V functional and the def2-TZVPD basis

```
23
C10H9O3P (the ωB97M-V functional and the def2-TZVPD basis)
C 3.32575 -0.11121 0.91391
C 2.32836 -1.08767 1.13358
C 3.02262 1.25560 0.49864
C 1.00974 -0.71492 0.75386
C 1.71413 1.51375 0.14616
C 0.70881 0.52864 0.20094
C -3.00511 -0.72177 -0.09125
C -2.37340 -0.26821 1.17338
C -2.00623 -1.19980 -1.07868
C -1.54328 0.10024 -1.71737
O -4.15227 -0.39352 -0.37127
O -2.39040 -0.55964 2.33024
O -0.97017 2.55770 -0.39694
P -0.89900 1.09625 -0.29417
H 4.42025 -0.35848 1.13978
H 2.40018 -2.17274 1.51037
H 3.80737 2.04432 0.48819
H 0.13743 -1.38034 0.74355
H 1.22224 2.45804 -0.17190
H -1.12777 -1.59046 -0.72996
H -2.68922 -1.86536 -1.57956
H -0.69546 0.10892 -2.45432
H -2.24459 0.76067 -2.14717
```

## Properties
multiplicity	3
DFT total energy	-25942.466	eV
net charge	0
HOMO-LUMO gap (alpha / beta)	6.382 / 7.678	eV
HOMO (alpha / beta)	-6.50 / -10.10	eV
energy relative to the best compared isomer or geometry (same formula, charge and spin)	1.566	eV